107
Properties=species:S:1:pos:R:3:mulliken_charge:R:1 method="wB97M-V/def2-TZVPD" multiplicity=1 mol_weight_g_mol=616.71 e_homo_ev=-10.02 gap_ev=9.7029
C -1.836 -4.058 -0.580 -1.034
C -1.499 -3.038 -1.726 -0.499
Si 0.348 -2.978 -2.118 -0.032
C 1.424 -1.994 -0.895 0.312
C 0.886 -1.842 0.554 -2.019
C 0.093 -0.545 0.869 1.642
C -1.408 -0.760 1.224 -1.501
C 0.144 0.557 -0.207 -0.983
H -2.779 -4.548 -0.821 0.273
H -1.043 -4.819 -0.602 0.286
H -1.855 -3.573 0.396 0.183
H -1.968 -2.062 -1.570 0.403
H -1.981 -3.462 -2.621 0.530
H 0.532 -2.479 -3.498 -0.160
H 0.855 -4.376 -2.129 -0.233
H 1.697 -1.056 -1.397 -0.103
H 2.365 -2.567 -0.820 0.501
H 0.270 -2.704 0.835 0.589
H 1.752 -1.880 1.230 0.493
H 0.519 -0.113 1.789 0.403
H -1.936 -0.893 0.272 0.135
H -1.758 0.204 1.629 0.306
H -1.554 -1.585 1.924 0.474
H -0.244 0.155 -1.151 0.315
H -0.532 1.361 0.093 0.355
H 1.168 0.924 -0.317 -0.292
O -2.867 1.652 3.087 -0.643
H -3.620 2.193 2.836 0.323
H -3.233 1.029 3.716 0.255
O 3.427 0.765 0.871 -0.632
H 2.827 0.036 0.678 0.239
H 2.855 1.459 1.220 0.298
O 3.430 -3.525 -4.327 -0.713
H 4.316 -3.165 -4.186 0.183
H 2.948 -3.266 -3.532 0.327
O 0.001 0.150 -4.310 -0.570
H -0.664 -0.312 -4.830 0.311
H 0.747 -0.461 -4.285 0.216
O -3.402 -5.964 -2.639 -0.559
H -4.058 -6.435 -3.168 0.268
H -2.675 -6.591 -2.574 0.305
O -1.141 2.772 -2.969 -0.614
H -1.442 3.445 -3.590 0.279
H -0.718 2.104 -3.523 0.275
O 0.871 -3.390 -5.894 -0.609
H 1.700 -3.033 -5.557 0.298
H 0.875 -4.306 -5.594 0.298
O -0.131 3.999 -0.473 -0.698
H -0.763 4.232 0.216 0.359
H -0.684 3.684 -1.207 0.357
O -1.389 6.727 -0.962 -0.664
H -2.064 6.238 -1.443 0.304
H -0.662 6.095 -0.872 0.382
O 0.437 2.871 2.400 -0.410
H -0.198 3.098 3.087 0.299
H -0.110 2.559 1.671 0.044
O 2.708 0.510 -2.440 -0.493
H 3.570 0.915 -2.300 0.245
H 2.085 1.161 -2.101 0.197
O 5.800 -2.016 -2.720 -0.586
H 6.683 -1.658 -2.586 0.298
H 5.316 -1.757 -1.928 0.303
O -5.296 2.017 4.192 -0.563
H -5.853 1.261 3.975 0.292
H -5.915 2.677 4.524 0.283
O -4.877 -7.817 -4.603 -0.643
H -5.155 -7.181 -5.271 0.307
H -4.428 -8.505 -5.105 0.319
O 3.636 -0.862 -5.565 -0.594
H 4.452 -0.481 -5.231 0.292
H 3.657 -1.781 -5.261 0.406
O -5.459 -9.545 -2.334 -0.648
H -5.308 -8.873 -1.658 0.325
H -5.685 -9.029 -3.116 0.335
O -2.461 2.196 6.089 -0.653
H -3.253 2.066 5.556 0.328
H -1.989 2.896 5.628 0.321
O 1.946 4.393 5.076 -0.639
H 1.486 3.838 4.439 0.319
H 1.774 5.291 4.776 0.328
O -1.453 6.815 -3.995 -0.643
H -0.614 6.961 -4.441 0.307
H -1.365 7.297 -3.162 0.358
O -2.166 4.451 8.047 -0.617
H -2.148 3.564 7.666 0.338
H -1.565 4.959 7.485 0.319
O 6.399 2.242 1.058 -0.635
H 5.801 1.512 0.864 0.311
H 5.812 2.924 1.403 0.300
O -4.116 -7.867 -0.183 -0.625
H -3.644 -8.381 0.478 0.294
H -3.615 -7.048 -0.262 0.342
O -2.718 6.595 10.751 -0.642
H -3.008 7.207 10.070 0.309
H -2.328 5.863 10.257 0.322
O 4.227 3.684 2.730 -0.535
H 3.900 3.424 3.598 0.283
H 4.393 4.630 2.815 0.297
O 6.107 5.590 1.247 -0.656
H 5.390 5.130 0.798 0.312
H 6.811 4.933 1.302 0.330
O 1.590 -6.655 -5.700 -0.610
H 1.653 -7.503 -6.147 0.287
H 2.182 -6.082 -6.199 0.320
O 0.117 6.362 7.339 -0.639
H 1.008 6.116 7.608 0.323
H -0.238 6.826 8.105 0.314

=====

59
Properties=species:S:1:pos:R:3:mulliken_charge:R:1 method="wB97M-V/def2-TZVPD" multiplicity=1 smiles="Cc1cc(C)n(-c2nc3ccccc3nc2N2CCN(S(=O)(=O)c3ccc(F)c(C)c3)CC2)n1" mol_weight_g_mol=480.57 e_homo_ev=-7.66 gap_ev=8.0198
C 3.921 4.564 -2.102 -1.289
C 3.265 3.745 -1.049 0.680
C 2.730 4.181 0.181 -1.250
C 2.252 3.052 0.801 1.097
C 1.530 2.870 2.080 -1.316
N 2.496 2.022 -0.060 1.049
C 2.260 0.667 0.154 0.726
N 2.434 0.230 1.366 -0.439
C 2.416 -1.101 1.592 0.541
C 2.542 -1.607 2.895 -0.783
C 2.662 -2.959 3.085 -0.575
C 2.668 -3.837 1.992 -0.549
C 2.530 -3.369 0.712 -0.618
C 2.372 -1.991 0.490 -0.036
N 2.102 -1.526 -0.744 -0.410
C 1.930 -0.234 -0.922 0.275
N 1.474 0.161 -2.151 -0.036
C 0.680 1.355 -2.342 -0.378
C -0.804 0.967 -2.535 -1.168
N -1.085 -0.309 -1.909 0.098
S -1.143 -0.259 -0.229 1.687
O -0.518 -1.411 0.345 -0.738
O -0.738 1.041 0.234 -0.692
C -2.907 -0.422 0.072 -0.102
C -3.833 0.253 -0.699 -0.570
C -5.181 0.113 -0.412 -0.977
C -5.560 -0.699 0.642 0.550
F -6.875 -0.827 0.912 -0.364
C -4.646 -1.389 1.434 0.288
C -5.112 -2.260 2.556 -1.522
C -3.302 -1.231 1.121 -0.107
C -0.349 -1.404 -2.516 -0.910
C 1.025 -0.911 -3.016 -0.838
N 3.109 2.444 -1.182 -0.892
H 4.221 3.923 -2.926 0.356
H 4.801 5.064 -1.698 0.319
H 3.237 5.328 -2.469 0.279
H 2.703 5.185 0.554 0.443
H 0.635 2.272 1.907 0.172
H 1.251 3.839 2.486 0.390
H 2.153 2.341 2.798 0.267
H 2.550 -0.913 3.722 0.471
H 2.761 -3.359 4.084 0.393
H 2.774 -4.898 2.170 0.388
H 2.511 -4.035 -0.137 0.467
H 1.059 1.895 -3.216 0.506
H 0.750 1.998 -1.472 0.158
H -1.438 1.720 -2.070 0.493
H -1.067 0.879 -3.593 0.337
H -3.510 0.875 -1.516 0.360
H -5.937 0.621 -0.989 0.463
H -5.801 -1.713 3.197 0.347
H -5.647 -3.123 2.162 0.321
H -4.269 -2.607 3.146 0.375
H -2.539 -1.742 1.687 0.448
H -0.215 -2.159 -1.741 0.461
H -0.944 -1.820 -3.336 0.481
H 0.958 -0.513 -4.031 0.412
H 1.752 -1.720 -2.981 0.457

=====

18
Properties=species:S:1:pos:R:3:mulliken_charge:R:1 method="wB97M-V/def2-TZVPD" e_above_lowest_ev=1.364 multiplicity=2 charge=+1 mol_weight_g_mol=134.20 e_homo_ev="-13.40 / -13.38" gap_ev="9.9414 / 4.1780"
O 1.021 2.176 -0.612 -0.508
C 0.809 1.006 -0.390 0.501
N -0.525 0.610 -0.661 -0.025
C -1.097 -0.714 -0.740 -0.532
C -2.411 -0.755 0.050 -0.648
S -2.320 -0.143 1.756 0.125
C 1.701 0.111 0.403 -0.359
N 3.102 0.438 0.201 -0.658
H -0.962 1.357 -1.188 0.283
H -0.450 -1.513 -0.289 0.254
H -1.104 -1.094 -1.752 0.402
H -2.892 -1.737 -0.013 0.473
H -3.202 0.005 -0.178 0.336
H -1.237 -0.795 2.247 0.224
H 1.519 -0.959 0.187 0.302
H 1.502 0.200 1.475 0.264
H 3.316 0.356 -0.793 0.269
H 3.232 1.449 0.296 0.296

=====

| no. | E (eV) |
| --- | --- |
| 1 | -71588.5649 |
| 2 | -51881.9368 |
| 3 | -20163.4695 |